{
  "formula": "C26H40BrIrN4O6P",
  "method": "the ωB97M-V functional and the def2-TZVPD basis",
  "species": ["Ir", "C", "C", "N", "C", "C", "N", "C", "O", "O", "C", "O", "O", "H", "H", "H", "H", "H", "N", "C", "C", "O", "O", "H", "H", "H", "H", "Br", "C", "C", "C", "C", "C", "C", "H", "H", "H", "H", "C", "C", "C", "C", "P", "N", "C", "C", "C", "C", "C", "C", "C", "C", "H", "H", "H", "H", "H", "H", "H", "H", "H", "H", "H", "H", "H", "H", "H", "H", "H", "H", "H", "H", "H", "H", "H", "H", "H", "H", "H"],
  "xyz": [[0.02328, 0.52237, 0.07636], [1.20376, -0.90956, 3.55909], [2.13681, -0.44562, 2.49981], [1.76758, 0.12766, 1.37645], [2.90019, 0.39242, 0.64989], [3.99275, -0.01102, 1.36845], [3.48368, -0.53707, 2.53064], [5.46120, -0.01782, 1.15826], [5.90061, 0.47107, 0.02589], [6.18058, -0.46297, 2.02960], [2.77758, 0.92208, -0.74423], [3.82221, 1.16721, -1.37599], [1.60148, 1.06470, -1.19221], [0.27088, -1.22248, 3.09001], [0.96534, -0.09934, 4.25066], [1.63019, -1.73675, 4.12563], [4.07010, -0.93162, 3.24914], [5.12720, 0.78380, -0.57330], [-0.15772, 2.44069, 0.95509], [-1.46254, 2.44308, 1.65575], [-1.80339, 1.05071, 2.21119], [-2.48569, 0.96919, 3.21964], [-1.35311, 0.05431, 1.52450], [0.60029, 2.59868, 1.61123], [-0.12284, 3.18086, 0.26071], [-2.22804, 2.67592, 0.91411], [-1.50763, 3.17868, 2.45780], [-4.76049, 2.35805, -4.26022], [-3.39849, 1.81162, -3.03824], [-2.12106, 2.32194, -3.16950], [-1.13930, 1.91634, -2.27064], [-1.39548, 1.00199, -1.23942], [-2.70750, 0.51782, -1.15007], [-3.70466, 0.90990, -2.03306], [-1.89007, 3.01870, -3.96515], [-0.13070, 2.29527, -2.40539], [-2.95359, -0.17982, -0.35895], [-4.70918, 0.51640, -1.94183], [-2.46356, -2.97326, -2.17776], [-1.55994, -3.62364, -1.11995], [-1.61710, -5.14095, -1.32544], [-2.18723, -3.27802, 0.24160], [0.14983, -2.76075, -1.19294], [0.08356, -1.35370, -0.66083], [0.73795, -2.76708, -3.01366], [0.51451, -4.04033, -3.83604], [2.23896, -2.44585, -3.03450], [0.05859, -1.57762, -3.71411], [1.35598, -3.89483, -0.22132], [0.71715, -4.17222, 1.14690], [1.75997, -5.22896, -0.85276], [2.62087, -3.07915, 0.07590], [-3.49966, -3.26859, -1.98094], [-2.22496, -3.29474, -3.18923], [-2.40410, -1.88780, -2.13356], [-2.66772, -5.45322, -1.33785], [-1.13268, -5.68928, -0.51794], [-1.17245, -5.45894, -2.26815], [-3.27250, -3.40772, 0.17626], [-1.97116, -2.24615, 0.52256], [-1.83473, -3.92505, 1.04285], [0.98098, -4.91866, -3.39027], [0.96124, -3.90169, -4.82731], [-0.54031, -4.25897, -3.99004], [2.85417, -3.28332, -2.70954], [2.46418, -1.57379, -2.41852], [2.53113, -2.21034, -4.06257], [-0.98134, -1.77074, -3.96519], [0.59004, -1.36820, -4.64826], [0.10078, -0.69053, -3.08110], [-0.08967, -4.90034, 1.09244], [0.32316, -3.25313, 1.58554], [1.47926, -4.58070, 1.81939], [0.90693, -5.85537, -1.10999], [2.37344, -5.78752, -0.13578], [2.36330, -5.09100, -1.74892], [2.34045, -2.06517, 0.35298], [3.30614, -3.02567, -0.76610], [3.16212, -3.53807, 0.91075]],
  "forces_ev_per_angstrom": [[0.144, -0.224, 0.224], [0.001, -0.015, -0.002], [-0.121, 0.013, 0.045], [-0.051, -0.009, -0.402], [0.043, -0.006, 0.061], [-0.025, -0.010, -0.026], [0.054, 0.042, 0.011], [-0.105, -0.066, 0.110], [-0.174, 0.151, -0.254], [0.002, 0.029, -0.053], [0.093, -0.108, -0.046], [0.132, 0.006, 0.132], [-0.024, 0.065, 0.019], [0.002, 0.022, -0.007], [0.013, -0.002, 0.010], [0.001, -0.011, -0.010], [-0.009, -0.007, 0.003], [0.052, -0.103, 0.115], [-0.057, -0.040, -0.033], [0.002, -0.027, -0.005], [0.040, 0.022, -0.057], [-0.031, -0.013, 0.031], [-0.040, 0.049, 0.028], [0.001, 0.035, -0.007], [0.001, -0.017, -0.018], [-0.006, 0.000, 0.009], [0.000, -0.010, 0.008], [-0.003, 0.000, 0.001], [-0.011, -0.018, 0.014], [0.006, -0.018, 0.008], [0.033, -0.010, -0.102], [-0.092, 0.248, -0.002], [0.002, 0.007, 0.036], [-0.019, 0.011, -0.034], [0.000, 0.001, 0.002], [-0.021, 0.000, 0.026], [-0.017, -0.050, -0.010], [0.000, 0.001, 0.000], [0.035, -0.010, 0.010], [0.013, -0.025, -0.029], [0.018, 0.008, 0.038], [-0.009, 0.013, 0.038], [-0.092, 0.117, -0.211], [0.255, -0.151, 0.303], [-0.016, -0.026, -0.015], [0.004, 0.029, 0.010], [0.010, 0.016, 0.017], [-0.004, -0.034, 0.046], [-0.020, 0.048, 0.059], [0.003, -0.023, 0.001], [0.013, 0.010, 0.000], [0.031, -0.001, 0.014], [0.006, 0.012, -0.004], [0.050, -0.026, -0.064], [-0.003, 0.056, 0.001], [-0.001, 0.005, 0.001], [0.002, -0.003, 0.002], [0.012, 0.004, -0.013], [0.000, 0.007, 0.000], [-0.025, 0.024, -0.025], [-0.032, 0.022, -0.023], [-0.004, -0.006, 0.006], [-0.002, 0.003, 0.001], [-0.066, 0.011, 0.006], [0.005, -0.016, 0.003], [-0.003, -0.002, 0.004], [-0.004, 0.000, -0.001], [-0.052, 0.004, 0.023], [-0.004, -0.011, -0.007], [0.017, -0.004, -0.011], [0.015, -0.011, 0.002], [0.013, 0.004, 0.005], [0.007, 0.002, -0.001], [0.007, 0.007, -0.003], [0.001, 0.001, 0.000], [0.009, 0.004, -0.014], [-0.007, 0.006, 0.006], [-0.008, 0.021, 0.005], [0.006, -0.021, -0.005]],
  "lowdin_charge": [1.286, 0.017, -0.333, 0.031, -0.131, -0.085, 0.186, -0.498, 0.124, 0.078, -0.551, 0.030, -0.120, 0.074, 0.088, 0.082, 0.169, 0.077, -0.083, -0.132, -0.648, 0.025, -0.194, 0.100, 0.102, 0.121, 0.115, 0.654, -0.710, -0.151, -0.122, -0.329, -0.125, -0.145, 0.091, 0.085, 0.090, 0.095, -0.099, -0.582, -0.093, -0.099, 0.806, -0.337, -0.586, -0.090, -0.097, -0.092, -0.582, -0.102, -0.087, -0.098, 0.082, 0.058, 0.057, 0.082, 0.055, 0.059, 0.080, 0.050, 0.056, 0.057, 0.082, 0.056, 0.055, 0.074, 0.082, 0.061, 0.081, 0.058, 0.054, 0.069, 0.079, 0.057, 0.083, 0.058, 0.042, 0.064, 0.083],
  "charge": -1,
  "energy_ha": -4705.128667,
  "homo_ev": -4.15,
  "e_above_lowest_ev": 0.000,
  "multiplicity": 1
}